[1]
{"formula": "C24H28N2O7", "method": "the ωB97M-V functional and the def2-TZVPD basis", "species": ["C", "C", "O", "C", "O", "C", "C", "C", "N", "C", "C", "C", "C", "O", "O", "C", "C", "C", "C", "O", "O", "C", "C", "O", "N", "C", "C", "C", "C", "C", "C", "C", "C", "H", "H", "H", "H", "H", "H", "H", "H", "H", "H", "H", "H", "H", "H", "H", "H", "H", "H", "H", "H", "H", "H", "H", "H", "H", "H", "H", "H"], "xyz": [[-1.131, -3.622, -3.108], [0.017, -3.871, -2.139], [-0.165, -3.144, -0.929], [-1.004, -3.682, -0.022], [-1.506, -4.777, -0.157], [-1.190, -2.801, 1.129], [-1.922, -3.166, 2.207], [-2.631, -4.470, 2.347], [-2.008, -2.316, 3.283], [-1.177, -1.236, 3.457], [-1.154, -0.651, 4.828], [-0.422, -0.801, 2.419], [0.529, 0.299, 2.566], [0.752, 0.901, 3.594], [1.162, 0.579, 1.406], [2.077, 1.674, 1.417], [3.247, 1.369, 0.499], [-0.622, -1.404, 1.052], [-1.548, -0.538, 0.193], [-2.212, -0.942, -0.725], [-1.500, 0.738, 0.580], [-2.192, 1.713, -0.189], [-1.229, 2.833, -0.601], [-1.434, 3.977, -0.250], [-0.174, 2.459, -1.359], [0.082, 1.117, -1.879], [1.146, 1.296, -2.971], [1.691, 2.663, -2.681], [2.800, 3.295, -3.196], [3.086, 4.588, -2.777], [2.263, 5.228, -1.866], [1.140, 4.602, -1.344], [0.867, 3.311, -1.760], [-1.267, -2.554, -3.254], [-2.049, -4.036, -2.701], [-0.918, -4.096, -4.062], [0.964, -3.510, -2.547], [0.094, -4.939, -1.908], [-3.169, -4.527, 3.291], [-1.920, -5.292, 2.285], [-3.326, -4.605, 1.522], [-2.545, -2.625, 4.081], [-0.189, -0.834, 5.297], [-1.941, -1.076, 5.449], [-1.269, 0.428, 4.777], [2.413, 1.837, 2.447], [1.542, 2.569, 1.080], [2.905, 1.222, -0.521], [3.942, 2.204, 0.513], [3.764, 0.471, 0.830], [0.331, -1.428, 0.513], [-2.964, 2.162, 0.442], [-2.660, 1.237, -1.058], [-0.833, 0.666, -2.265], [0.468, 0.488, -1.071], [1.909, 0.519, -2.928], [0.702, 1.273, -3.970], [3.436, 2.793, -3.910], [3.954, 5.097, -3.167], [2.495, 6.234, -1.551], [0.497, 5.103, -0.641]], "nbo_charge": [-0.634, -0.070, -0.520, 0.780, -0.629, -0.169, 0.283, -0.651, -0.570, 0.283, -0.651, -0.172, 0.783, -0.624, -0.532, -0.079, -0.621, -0.377, 0.822, -0.608, -0.513, -0.172, 0.663, -0.599, -0.430, -0.213, -0.436, 0.030, -0.228, -0.222, -0.203, -0.227, 0.126, 0.213, 0.226, 0.212, 0.184, 0.198, 0.200, 0.255, 0.257, 0.405, 0.252, 0.200, 0.260, 0.211, 0.186, 0.203, 0.222, 0.211, 0.277, 0.221, 0.225, 0.221, 0.207, 0.223, 0.218, 0.213, 0.213, 0.215, 0.254], "lumo_ev": 0.572, "energy_ev": -42656.93234, "e_above_lowest_kj_mol": 84.3, "smiles": "CCOC(=O)C1=C(C)NC(C)=C(C(=O)OCC)C1C(=O)OCC(=O)N1CCc2ccccc21"}

***

[2]
{"formula": "C7H12OS2", "method": "the ωB97M-V functional and the def2-TZVPD basis", "species": ["C", "C", "C", "C", "C", "C", "C", "O", "S", "S", "H", "H", "H", "H", "H", "H", "H", "H", "H", "H", "H", "H"], "xyz": [[0.223, 1.620, 1.450], [-2.805, -0.327, 0.163], [-2.235, 0.968, -0.405], [-0.177, -0.385, -0.470], [2.087, 0.289, -1.178], [1.637, -1.496, 0.583], [1.162, -0.834, -0.809], [0.623, 2.705, 1.732], [-1.233, -1.471, 0.383], [-1.068, 0.667, -1.646], [0.113, 0.826, 2.083], [-3.299, -0.092, 1.156], [-3.544, -0.774, -0.454], [-3.006, 1.493, -0.873], [-1.618, 1.536, 0.460], [3.118, -0.036, -1.165], [2.069, 1.044, -0.307], [1.592, 0.870, -1.963], [1.037, -2.383, 0.674], [1.371, -0.868, 1.404], [2.715, -1.581, 0.546], [1.236, -1.768, -1.363]], "nbo_charge": [0.362, -0.461, -0.586, -0.321, -0.614, -0.578, -0.350, -0.468, 0.231, 0.286, 0.115, 0.225, 0.216, 0.236, 0.216, 0.224, 0.208, 0.230, 0.208, 0.192, 0.212, 0.215], "lumo_ev": [-0.029, 0.230], "energy_ev": -31166.79394, "e_above_lowest_kj_mol": 418.7}

***

[3]
{"formula": "C4H12S", "method": "the ωB97M-V functional and the def2-TZVPD basis", "species": ["C", "S", "C", "H", "H", "H", "H", "H", "H", "C", "C", "H", "H", "H", "H", "H", "H"], "xyz": [[0.274, 2.787, 0.535], [-1.345, 2.861, -0.304], [-1.464, 1.130, -0.663], [1.113, 2.902, -0.160], [0.461, 3.571, 1.254], [0.377, 1.842, 1.070], [-2.236, 0.939, -1.414], [-1.818, 0.555, 0.202], [-0.593, 0.599, -1.036], [0.466, -1.994, -0.641], [0.779, -2.366, 0.767], [0.491, -2.790, -1.389], [-0.495, -1.544, -0.905], [1.195, -1.254, -0.987], [0.387, -1.660, 1.511], [1.858, -2.238, 0.956], [0.552, -3.338, 1.202]], "nbo_charge": [-0.746, 0.206, -0.779, 0.212, 0.227, 0.215, 0.232, 0.210, 0.220, -0.622, -0.625, 0.212, 0.205, 0.206, 0.206, 0.207, 0.214], "lumo_ev": 0.984, "energy_ev": -15177.16197, "e_above_lowest_kj_mol": 52.5, "smiles": "CSC.CC"}

***

[4]
{"formula": "CF5NS", "method": "the ωB97M-V functional and the def2-TZVPD basis", "species": ["C", "N", "F", "F", "F", "F", "F", "S"], "xyz": [[2.099, -1.008, 0.892], [1.119, -0.508, 0.758], [-0.522, -0.342, -1.492], [-2.047, 1.413, -1.500], [3.142, -1.700, 0.890], [-2.187, 1.634, 0.811], [-2.433, -0.498, 0.000], [-1.267, 0.639, -0.329]], "nbo_charge": [0.677, -0.450, -0.533, -0.437, -0.225, -0.577, -0.441, 1.986], "lumo_ev": -0.491, "energy_ev": -26946.50206, "e_above_lowest_kj_mol": 201.8}

***

[5]
{"formula": "C4H6O", "method": "the ωB97M-V functional and the def2-TZVPD basis", "species": ["C", "C", "C", "C", "O", "H", "H", "H", "H", "H", "H"], "xyz": [[-2.426, -0.166, -0.036], [-1.054, 0.398, 0.046], [0.037, -0.297, 0.051], [1.452, 0.364, -0.062], [2.466, -0.295, 0.004], [-2.903, -0.213, 1.032], [-3.181, 0.505, -0.535], [-2.447, -1.230, -0.600], [-0.857, 1.476, -0.025], [0.082, -1.411, 0.092], [1.520, 1.440, 0.008]], "nbo_charge": [-0.665, -0.149, -0.299, 0.406, -0.516, 0.235, 0.231, 0.231, 0.201, 0.213, 0.113], "lumo_ev": 0.632, "energy_ev": -6291.19568, "e_above_lowest_kj_mol": 69.7, "smiles": "C/C=C/C=O"}

***

[6]
{"formula": "C39H45CsNOP", "method": "the ωB97M-V functional and the def2-TZVPD basis", "species": ["Cs", "C", "C", "C", "C", "C", "C", "C", "C", "C", "C", "C", "C", "H", "H", "H", "H", "H", "H", "H", "H", "H", "H", "H", "H", "H", "H", "H", "H", "H", "H", "C", "N", "C", "C", "C", "C", "C", "C", "C", "C", "H", "H", "H", "H", "H", "H", "H", "H", "H", "H", "H", "H", "O", "P", "C", "C", "C", "C", "C", "C", "C", "C", "C", "C", "C", "C", "C", "C", "C", "C", "C", "C", "H", "H", "H", "H", "H", "H", "H", "H", "H", "H", "H", "H", "H", "H", "H"], "xyz": [[1.782, -0.525, -0.563], [3.165, 3.407, -2.010], [2.853, 3.170, -0.549], [3.842, 2.686, 0.312], [5.187, 2.262, -0.233], [3.567, 2.536, 1.675], [4.655, 2.084, 2.622], [2.281, 2.792, 2.160], [1.961, 2.521, 3.612], [1.287, 3.264, 1.296], [-0.082, 3.612, 1.836], [1.567, 3.431, -0.064], [0.468, 3.821, -1.024], [2.962, 2.525, -2.628], [4.210, 3.672, -2.152], [2.570, 4.225, -2.410], [5.927, 3.065, -0.168], [5.119, 1.965, -1.278], [5.582, 1.411, 0.318], [4.516, 2.512, 3.613], [5.638, 2.394, 2.273], [4.671, 0.996, 2.734], [2.204, 3.376, 4.250], [2.524, 1.666, 3.984], [0.906, 2.295, 3.752], [-0.745, 2.742, 1.867], [-0.566, 4.372, 1.227], [-0.013, 4.008, 2.848], [0.402, 4.906, -1.158], [-0.503, 3.473, -0.678], [0.627, 3.379, -2.006], [3.123, -1.876, 3.581], [2.078, -2.305, 2.676], [0.773, -2.026, 3.239], [2.214, -3.726, 2.354], [1.322, -4.200, 1.219], [0.580, -5.366, 1.400], [-0.189, -5.881, 0.360], [-0.215, -5.207, -0.852], [0.513, -4.024, -0.989], [1.312, -3.466, 0.020], [3.093, -2.407, 4.549], [3.024, -0.807, 3.785], [4.101, -2.053, 3.129], [0.617, -2.536, 4.206], [0.003, -2.364, 2.547], [0.653, -0.951, 3.400], [2.031, -4.334, 3.260], [3.257, -3.889, 2.067], [0.603, -5.889, 2.354], [-0.757, -6.794, 0.498], [-0.805, -5.595, -1.678], [0.442, -3.508, -1.952], [-0.402, -0.378, -1.644], [-1.897, -0.279, -1.705], [-2.725, -1.235, -0.426], [-4.116, -1.204, -0.301], [-4.742, -1.996, 0.644], [-3.986, -2.836, 1.457], [-2.607, -2.877, 1.328], [-1.972, -2.071, 0.392], [-2.549, -0.892, -3.269], [-1.810, -1.881, -3.914], [-2.290, -2.452, -5.084], [-3.505, -2.038, -5.609], [-4.244, -1.051, -4.970], [-3.768, -0.478, -3.801], [-2.477, 1.426, -1.547], [-2.953, 1.929, -0.338], [-3.314, 3.265, -0.233], [-3.200, 4.103, -1.333], [-2.714, 3.612, -2.538], [-2.350, 2.279, -2.644], [-4.707, -0.563, -0.944], [-5.820, -1.970, 0.742], [-4.479, -3.467, 2.184], [-2.017, -3.552, 1.935], [-0.897, -2.133, 0.278], [-0.866, -2.200, -3.491], [-1.714, -3.221, -5.582], [-3.879, -2.484, -6.522], [-5.189, -0.726, -5.384], [-4.341, 0.300, -3.311], [-3.046, 1.272, 0.518], [-3.686, 3.652, 0.706], [-3.487, 5.143, -1.251], [-2.619, 4.269, -3.393], [-1.970, 1.893, -3.582]], "mulliken_charge": [1.238, -2.200, -0.144, 1.935, -2.432, 0.527, -2.214, 1.822, -2.422, 0.433, -2.228, 1.523, -1.178, 0.305, 0.507, 0.442, 0.368, 0.441, 0.476, 0.493, 0.498, 0.340, 0.346, 0.351, 0.397, 0.336, 0.502, 0.512, 0.367, -0.546, 0.472, -0.628, 0.405, -0.889, -1.090, 0.141, -0.496, -0.698, -0.543, -0.119, -0.408, 0.373, -0.090, 0.312, 0.312, 0.122, 0.184, 0.268, 0.442, 0.307, 0.358, 0.373, 0.306, -0.704, 1.342, -0.200, 0.020, -0.757, -0.756, -0.091, -0.191, 0.379, -0.418, -0.689, -0.440, -0.816, -0.099, 0.507, -0.694, -0.781, -0.377, -0.878, -0.514, 0.346, 0.405, 0.403, 0.481, 0.272, 0.165, 0.440, 0.390, 0.405, 0.348, 0.466, 0.458, 0.400, 0.424, 0.549], "lumo_ev": 0.109, "energy_ev": -54547.82459, "e_above_lowest_kj_mol": 31.4}

***

[7]
{"formula": "C7H10O", "method": "the ωB97M-V functional and the def2-TZVPD basis", "species": ["C", "C", "C", "O", "C", "C", "C", "C", "H", "H", "H", "H", "H", "H", "H", "H", "H", "H"], "xyz": [[-1.993, -1.117, -0.475], [-1.016, -0.373, -0.179], [-1.334, 1.136, 0.466], [-0.113, 1.851, 0.335], [0.610, 0.938, -0.615], [1.858, 0.151, -0.905], [0.475, -0.440, -0.140], [1.183, -0.861, 1.196], [-3.157, -0.843, -0.438], [-1.694, -1.960, -1.059], [-2.153, 1.641, -0.288], [-1.825, 1.311, 1.444], [0.178, 1.185, -1.514], [2.058, 0.196, -1.957], [2.792, 0.100, -0.293], [0.563, -0.375, 2.112], [2.314, -0.463, 1.331], [1.254, -2.075, 0.980]], "nbo_charge": [-0.386, -0.002, -0.114, -0.536, 0.060, -0.320, -0.160, -0.620, 0.213, 0.205, 0.153, 0.204, 0.179, 0.212, 0.232, 0.228, 0.215, 0.237], "lumo_ev": 0.955, "energy_ev": -9461.19781, "e_above_lowest_kj_mol": 710.4, "smiles": "C=C1CO[C@H]2C[C@]12C"}

***

[8]
{"formula": "C27H27BrCl5IrO2", "method": "the ωB97M-V functional and the def2-TZVPD basis", "species": ["Ir", "Cl", "C", "C", "Cl", "C", "Cl", "C", "O", "C", "Cl", "C", "Cl", "C", "C", "C", "C", "C", "C", "C", "Br", "C", "O", "C", "C", "C", "C", "C", "C", "H", "H", "H", "H", "H", "H", "H", "H", "H", "H", "H", "H", "H", "H", "H", "H", "H", "H", "H", "H", "C", "C", "C", "C", "C", "C", "C", "H", "H", "H", "H", "H", "H", "H"], "xyz": [[0.999, -0.428, -2.167], [6.229, 4.529, -1.974], [4.748, 3.721, -1.980], [4.730, 2.302, -1.935], [6.187, 1.420, -1.824], [3.530, 1.657, -1.982], [3.445, -0.066, -1.942], [2.281, 2.348, -2.072], [1.193, 1.736, -2.146], [2.331, 3.792, -2.062], [0.854, 4.617, -2.115], [3.539, 4.453, -2.028], [3.587, 6.158, -2.041], [-4.059, -0.117, 4.105], [-4.211, -0.160, 2.585], [-5.020, 1.068, 2.145], [-4.971, -1.441, 2.211], [-2.858, -0.159, 1.869], [-2.809, -0.173, 0.485], [-1.574, -0.207, -0.121], [-1.494, -0.206, -2.029], [-0.348, -0.242, 0.512], [0.794, -0.383, -0.170], [-0.383, -0.161, 1.917], [-1.635, -0.139, 2.533], [0.855, -0.109, 2.841], [2.213, -0.097, 2.130], [0.774, 1.173, 3.686], [0.829, -1.336, 3.766], [-5.050, -0.117, 4.562], [-3.544, 0.789, 4.433], [-3.521, -0.989, 4.482], [-5.970, 1.097, 2.682], [-5.239, 1.054, 1.076], [-4.473, 1.986, 2.370], [-5.931, -1.466, 2.733], [-4.400, -2.323, 2.506], [-5.168, -1.501, 1.139], [-3.714, -0.155, -0.111], [-1.652, -0.103, 3.613], [2.309, 0.760, 1.462], [2.376, -1.004, 1.551], [2.996, -0.029, 2.889], [0.789, 2.057, 3.044], [1.635, 1.223, 4.357], [-0.128, 1.211, 4.297], [0.879, -2.257, 3.183], [-0.072, -1.368, 4.379], [1.690, -1.308, 4.437], [0.932, -2.607, -2.071], [1.071, -2.290, -3.457], [2.346, -2.113, -4.053], [2.489, -1.907, -5.419], [1.376, -1.870, -6.235], [0.106, -2.050, -5.689], [-0.049, -2.253, -4.337], [1.801, -2.888, -1.490], [-0.031, -2.927, -1.696], [3.222, -2.206, -3.424], [3.477, -1.793, -5.846], [1.491, -1.716, -7.300], [-0.763, -2.046, -6.334], [-1.033, -2.442, -3.924]], "nbo_charge": [0.965, 0.162, -0.033, -0.076, 0.112, -0.134, 0.215, 0.429, -0.562, -0.100, 0.144, -0.095, 0.119, -0.608, -0.077, -0.596, -0.595, -0.038, -0.179, -0.192, 0.309, 0.334, -0.725, -0.072, -0.128, -0.069, -0.593, -0.596, -0.596, 0.222, 0.211, 0.211, 0.217, 0.202, 0.214, 0.216, 0.214, 0.203, 0.222, 0.214, 0.203, 0.214, 0.209, 0.210, 0.214, 0.209, 0.211, 0.209, 0.214, -0.459, -0.212, -0.184, -0.166, -0.170, -0.212, -0.156, 0.227, 0.232, 0.216, 0.225, 0.233, 0.235, 0.228], "lumo_ev": [-4.183, -6.216], "charge": 1, "energy_ev": -168017.41945, "spin_multiplicity": 2, "e_above_lowest_kj_mol": 125.5}